Computed, not measured: C5H8N2 in the gas phase in a non-equilibrium geometry, with ωB97M-V/def2-TZVPD.

Computed properties:
- Lowest unoccupied orbital energy (spin up / spin down): 0.4 / 0.4 eV
- HOMO-LUMO gap (spin up / spin down): 7.482 / 7.483 eV

The geometry in ORCA input format:
```
! wB97M-V def2-TZVPD RIJCOSX def2/J DEFGRID3
* xyz 0 1
C -1.306 1.003 -0.629
C -0.075 0.491 0.084
C 1.274 0.464 -0.299
C 1.362 -1.262 0.012
N 2.181 -1.866 -0.709
C -0.268 -0.275 1.334
N -0.159 -1.228 0.246
H -1.546 2.058 -0.422
H -1.156 0.890 -1.704
H -2.160 0.387 -0.327
H 2.092 1.095 0.049
H 1.366 0.592 -1.470
H -1.228 -0.168 1.803
H 0.588 -0.316 2.005
H -0.964 -1.865 0.026
*
```